# 1
Computed, not measured: an isolated molecule of C20H20N2O3, with ωB97M-V/def2-TZVPD.

```
! wB97M-V def2-TZVPD RIJCOSX def2/J DEFGRID3
* xyz 0 1
C -1.24 -2.12 -2.26
C -0.01 -2.09 -1.40
C 0.78 -0.95 -1.36
C 1.91 -0.90 -0.55
C 2.27 -2.01 0.20
C 1.49 -3.14 0.17
C 0.35 -3.19 -0.63
H -0.25 -4.08 -0.64
H 1.77 -4.01 0.76
H 3.16 -1.97 0.82
N 2.71 0.27 -0.54
C 2.96 1.04 0.54
O 3.76 1.95 0.53
C 2.20 0.74 1.84
O 0.95 0.11 1.73
C -0.04 0.72 1.05
C 0.04 1.93 0.45
C -1.05 2.50 -0.30
O -0.99 3.58 -0.86
N -2.22 1.74 -0.36
C -2.34 0.51 0.24
C -3.53 -0.24 0.14
C -3.63 -1.47 0.74
C -2.56 -2.01 1.45
C -1.39 -1.29 1.56
C -1.27 -0.04 0.96
H -0.55 -1.68 2.10
H -2.65 -2.98 1.91
H -4.55 -2.03 0.64
H -4.37 0.15 -0.40
C -3.33 2.31 -1.10
H -4.19 2.45 -0.45
H -2.99 3.28 -1.47
H -3.59 1.68 -1.95
H 0.93 2.54 0.48
H 2.81 0.07 2.45
H 2.12 1.70 2.37
C 3.35 0.61 -1.80
H 2.61 0.91 -2.54
H 4.03 1.44 -1.61
H 3.91 -0.25 -2.18
H 0.50 -0.09 -1.94
H -1.81 -3.03 -2.09
H -1.87 -1.27 -2.04
H -0.96 -2.07 -3.31
*
```

## Properties
SMILES   Cc1cccc(N(C)C(=O)COc2cc(=O)n(C)c3ccccc23)c1
Electronic energy   -30188.3702 eV
Energy above the lowest of the compared OMol25 structures with the same formula, charge and spin   1.158 eV
E_LUMO   0.35 eV

---

# 2
Computed, not measured: an isolated molecule of C20H20N2O3, with ωB97M-V/def2-TZVPD.

```
! wB97M-V def2-TZVPD RIJCOSX def2/J DEFGRID3
* xyz 0 1
C -3.20 -1.71 1.24
N -3.79 -0.99 0.12
C -4.86 -0.13 0.58
H -5.58 -0.74 1.14
H -5.38 0.30 -0.28
H -4.52 0.69 1.23
C -2.89 -0.31 -0.80
C -2.05 0.81 -0.20
C -2.25 2.11 -0.64
C -1.51 3.16 -0.13
C -0.55 2.93 0.83
C -0.35 1.64 1.29
C -1.09 0.59 0.79
H -0.90 -0.41 1.16
H 0.40 1.45 2.05
H 0.04 3.75 1.23
H -1.68 4.16 -0.50
H -3.00 2.30 -1.40
H -3.56 0.16 -1.53
C -2.03 -1.35 -1.59
N -0.61 -1.19 -1.42
C 0.11 -1.95 -0.59
O -0.30 -2.95 -0.03
C 1.53 -1.48 -0.39
C 2.33 -2.28 0.35
O 3.58 -2.04 0.69
C 4.13 -0.86 0.31
C 5.44 -0.59 0.70
C 6.03 0.60 0.35
C 5.33 1.54 -0.40
C 4.03 1.28 -0.79
C 3.41 0.08 -0.44
C 2.04 -0.20 -0.88
O 1.41 0.58 -1.59
H 3.46 1.99 -1.37
H 5.80 2.48 -0.67
H 7.05 0.81 0.65
H 5.97 -1.33 1.28
H 1.96 -3.23 0.72
H -0.19 -0.33 -1.77
H -2.30 -2.35 -1.26
H -2.26 -1.26 -2.65
H -3.94 -2.42 1.61
H -2.33 -2.27 0.91
H -2.91 -1.04 2.07
*
```

## Properties
SMILES   CN(C)[C@H](CNC(=O)c1coc2ccccc2c1=O)c1ccccc1
Electronic energy   -30187.5626 eV
Energy above the lowest of the compared OMol25 structures with the same formula, charge and spin   1.965 eV
E_LUMO   -0.10 eV

---

# 3
Computed, not measured: an isolated molecule of C20H20N2O3, with ωB97M-V/def2-TZVPD.

```
! wB97M-V def2-TZVPD RIJCOSX def2/J DEFGRID3
* xyz 0 1
C 2.78 -7.13 -1.78
H 3.38 -7.10 -0.86
O 2.69 -5.86 -2.38
C 2.09 -4.86 -1.67
C 1.56 -4.98 -0.39
C 0.98 -3.89 0.23
C 0.89 -2.65 -0.40
C 1.42 -2.54 -1.69
C 2.02 -3.62 -2.30
H 2.43 -3.53 -3.30
H 1.37 -1.61 -2.22
N 0.33 -1.57 0.29
C -1.00 -1.72 0.85
H -1.15 -2.74 1.19
C -1.17 -0.75 2.02
N -0.93 0.60 1.57
C -1.96 1.47 1.48
O -3.10 1.17 1.80
C -1.63 2.85 1.04
C -0.75 3.75 1.56
C -0.98 4.98 0.86
C -0.42 6.26 0.90
C -0.92 7.21 0.04
C -1.95 6.91 -0.86
C -2.52 5.65 -0.92
C -2.02 4.70 -0.05
O -2.41 3.41 0.08
H -3.32 5.42 -1.60
H -2.32 7.69 -1.52
H -0.51 8.21 0.05
H 0.37 6.49 1.59
H -0.04 3.58 2.34
C 0.37 0.76 0.96
H 0.49 1.78 0.59
C 0.54 -0.23 -0.20
H 1.56 -0.14 -0.59
H -0.18 0.03 -1.00
H 1.14 0.56 1.71
H -2.18 -0.80 2.41
H -0.45 -0.99 2.80
H -1.76 -1.49 0.09
H 0.59 -4.01 1.23
H 1.60 -5.92 0.14
H 3.28 -7.76 -2.51
H 1.80 -7.55 -1.56
*
```

## Properties
SMILES   COc1ccc(N2CCN(C(=O)c3cc4ccccc4o3)CC2)cc1
Electronic energy   -30186.8610 eV
Energy above the lowest of the compared OMol25 structures with the same formula, charge and spin   2.667 eV
E_LUMO   0.68 eV

---

# 4
Computed, not measured: an isolated molecule of C20H20N4, with ωB97M-V/def2-TZVPD.

```
! wB97M-V def2-TZVPD RIJCOSX def2/J DEFGRID3
* xyz 0 1
N -1.40 -0.63 3.87
C -0.16 -0.99 3.87
C -1.77 0.34 2.94
C -2.98 0.93 2.76
C -0.77 0.93 2.04
C 0.51 0.49 2.07
C -3.44 3.66 0.15
C -2.12 3.69 -0.35
C 4.53 -1.16 1.02
C 4.64 -1.34 -0.37
C -3.82 2.74 1.15
C -1.16 2.80 0.20
C 3.47 -0.37 1.49
C 3.69 -0.76 -1.21
C -2.84 1.93 1.74
C -1.51 1.94 1.26
C 2.50 0.17 0.65
C 2.63 0.01 -0.76
N 0.13 -1.98 4.76
N 0.81 -0.49 3.02
N 1.47 0.99 1.21
C 0.88 -0.62 -2.44
C 2.28 1.36 -2.89
C 1.63 0.53 -1.76
H -3.86 0.65 3.32
H -4.14 4.33 -0.35
H -1.89 4.38 -1.16
H 5.21 -1.56 1.76
H 5.39 -1.99 -0.76
H -4.86 2.65 1.45
H -0.15 2.86 -0.18
H 3.47 -0.17 2.56
H 3.76 -0.93 -2.27
H 0.81 -2.61 4.38
H -0.70 -2.42 5.13
H 1.77 -0.81 3.10
H 1.07 1.60 0.51
H 0.37 -1.25 -1.72
H 0.14 -0.21 -3.13
H 1.57 -1.27 -3.01
H 2.79 2.21 -2.44
H 2.97 0.75 -3.46
H 1.52 1.76 -3.60
H 0.86 1.14 -1.24
*
```

## Properties
SMILES   CC(C)c1ccccc1Nc1[nH]c(N)nc2cc3ccccc3c1-2
Electronic energy   -27025.4314 eV
Energy above the lowest of the compared OMol25 structures with the same formula, charge and spin   0.584 eV
E_LUMO   0.49 eV

---

# 5
Computed, not measured: an isolated molecule of C20H20N4O3S, with ωB97M-V/def2-TZVPD.

```
! wB97M-V def2-TZVPD RIJCOSX def2/J DEFGRID3
* xyz 0 1
O 5.34 1.03 5.19
C 4.35 0.36 5.07
O 3.54 0.10 6.12
H 3.90 0.53 6.91
C 3.88 -0.24 3.81
C 2.71 -0.99 3.74
C 2.31 -1.54 2.54
C 3.08 -1.36 1.39
C 4.25 -0.61 1.46
C 4.65 -0.05 2.66
H 5.55 0.53 2.73
H 4.84 -0.45 0.57
C 2.63 -1.93 0.09
H 1.91 -2.74 0.21
H 3.47 -2.25 -0.53
S 1.78 -0.65 -0.92
C 0.21 -0.74 -0.19
N -0.18 -1.62 0.69
N -1.46 -1.35 0.99
C -1.83 -0.30 0.30
N -0.79 0.15 -0.46
C -0.77 1.11 -1.53
H 0.27 1.30 -1.79
H -1.24 2.04 -1.22
C -1.51 0.54 -2.77
C -1.36 1.47 -3.99
H -2.32 1.87 -4.30
C -0.74 0.56 -5.06
H -0.02 1.07 -5.68
C -0.10 -0.54 -4.21
H -0.01 -1.50 -4.72
H 0.89 -0.23 -3.84
O -0.98 -0.72 -3.12
H -1.52 0.13 -5.69
H -0.69 2.29 -3.75
H -2.56 0.37 -2.49
C -3.17 0.26 0.37
C -3.42 1.63 0.40
C -4.74 2.06 0.47
N -5.77 1.24 0.53
C -5.53 -0.06 0.53
C -4.26 -0.61 0.46
H -4.10 -1.67 0.46
H -6.41 -0.70 0.59
H -4.98 3.11 0.49
H -2.62 2.35 0.40
H 1.39 -2.11 2.47
H 2.11 -1.13 4.63
*
```

## Properties
SMILES   O=C(O)c1ccc(CSc2nnc(-c3ccncc3)n2C[C@H]2CCCO2)cc1
Electronic energy   -44003.0944 eV
Energy above the lowest of the compared OMol25 structures with the same formula, charge and spin   1.283 eV
E_LUMO   0.39 eV